{"formula": "C5H17N2O", "method": "ωB97M-V/def2-TZVPD", "e_above_lowest_kj_mol": 105.3, "s2": 0.75, "orbital_gap_ev": [4.54, 10.78], "homo_energy_ha": [-0.1415, -0.3736], "multiplicity": 2, "energy_ev": -10485.2052, "species": ["N", "C", "C", "N", "H", "H", "H", "H", "H", "H", "H", "H", "H", "C", "C", "C", "O", "H", "H", "H", "H", "H", "H", "H", "H"], "positions_angstrom": [[-1.3549, 1.2114, 3.3833], [-1.0958, 1.2332, 1.9013], [-2.2227, 0.5439, 1.1313], [-1.7719, 0.3716, -0.2472], [-2.3055, 1.5857, 3.6199], [-1.2664, 0.2338, 3.7719], [-0.6344, 1.7872, 3.8879], [-1.0078, 2.2761, 1.6114], [-0.1602, 0.7096, 1.7310], [-2.4801, -0.3924, 1.6374], [-3.0977, 1.1919, 1.1408], [-0.9891, -0.2782, -0.2664], [-2.4850, -0.0640, -0.8204], [1.7279, -1.1947, -0.6456], [1.7115, -0.4067, -1.9425], [1.2702, -1.2603, -3.1206], [3.0147, 0.0667, -2.2637], [2.1313, -0.5945, 0.1731], [2.3633, -2.0747, -0.7471], [0.7390, -1.5523, -0.3631], [1.0271, 0.4423, -1.8457], [0.2679, -1.6534, -2.9641], [1.9744, -2.0849, -3.2232], [1.2896, -0.6633, -4.0280], [3.3547, 0.5657, -1.5116]], "forces_ev_per_a": [[0.229, -0.156, -0.131], [-0.519, -0.090, 0.030], [0.271, 0.097, 0.056], [0.193, -0.244, -0.058], [0.117, 0.026, 0.033], [-0.095, 0.083, -0.024], [-0.122, 0.034, 0.043], [0.122, -0.040, -0.115], [0.173, 0.062, 0.063], [-0.075, -0.012, -0.001], [-0.130, -0.064, 0.003], [-0.042, 0.158, 0.004], [-0.123, 0.158, 0.070], [0.223, -0.083, 0.076], [-0.214, -0.165, -0.137], [0.236, 0.193, 0.273], [0.120, 0.085, 0.111], [-0.087, 0.034, 0.052], [0.076, -0.022, -0.054], [-0.129, 0.045, 0.008], [-0.041, 0.097, 0.045], [-0.068, -0.034, -0.011], [-0.042, -0.106, -0.109], [-0.041, -0.019, -0.116], [-0.031, -0.037, -0.113]], "lowdin_charge": [-0.02, -0.28, -0.32, 0.00, 0.05, 0.04, 0.04, 0.10, 0.08, 0.09, 0.10, 0.04, 0.07, -0.07, -0.51, -0.05, -0.05, 0.08, 0.09, 0.06, 0.13, 0.08, 0.08, 0.08, 0.09]}